C44H45N3O8S4W as an isolated structure. Source: OMol25; level of theory: ωB97M-V/def2-TZVPD.

Structure (XYZ):
```
105
Properties=species:S:1:pos:R:3:forces:R:3:mulliken_charge:R:1
W 0.1589 0.2397 0.5346 -0.93 0.41 0.18 0.565
C -2.7671 2.0643 -3.5729 0.08 0.63 0.35 -1.463
C -3.2043 0.9865 -2.5969 0.03 -0.77 -0.19 1.550
C -4.7437 0.8490 -2.5968 0.07 0.03 1.53 -1.866
C -2.4784 -0.3364 -2.9007 -1.36 1.04 -0.62 2.169
C -2.6436 -0.8605 -4.1873 0.35 -0.04 0.65 -0.390
C -2.0486 -2.0715 -4.5086 -0.24 0.04 0.17 -1.703
C -1.2952 -2.7629 -3.5675 0.43 0.10 -0.04 0.193
C -1.1461 -2.2019 -2.3030 0.68 -1.16 0.13 1.099
C 1.0187 -4.1319 -1.5425 0.18 -0.59 -0.60 0.419
C 0.6653 -5.5156 -2.1988 0.81 0.79 0.64 -1.460
C 1.8970 -3.3021 -2.5101 -0.18 0.04 0.84 -1.113
C -1.7388 -1.0084 -1.9407 0.14 -0.05 1.11 -2.227
N -1.6040 -0.5526 -0.5843 -0.93 0.17 0.54 0.805
C -2.8182 -0.3932 0.0524 1.45 0.35 -0.45 -0.694
O -3.9057 -0.8077 -0.2801 -0.82 -0.78 -0.22 -0.794
C -2.7670 0.6098 1.1566 1.39 0.86 0.39 -0.108
C -3.8269 1.0450 1.8900 -0.48 1.13 1.13 -0.396
C -3.5903 2.0794 2.8410 0.50 -0.23 -0.69 -0.992
C -2.3244 2.6871 2.9632 -1.76 -0.51 0.29 -0.781
C -1.3141 2.2211 2.1749 -0.89 -1.27 -0.29 0.767
N -1.5793 1.2120 1.3273 0.98 -0.06 -0.28 1.105
C 0.0742 2.7619 2.1965 -0.13 0.06 -0.74 -0.344
O 0.3179 3.7314 2.9060 0.26 0.02 0.07 -0.835
N 0.8072 2.1751 1.2322 0.45 -0.65 0.22 0.980
C 1.8630 2.9475 0.6872 0.33 -0.45 0.53 -0.885
C 1.5297 4.1038 0.0016 -1.18 0.87 -0.32 1.110
C 2.5256 4.9045 -0.5095 0.45 -0.35 0.02 -0.335
C 3.8507 4.5259 -0.4088 0.62 0.23 -0.39 -1.468
C 4.1853 3.3374 0.2105 -0.17 -0.41 0.51 -0.194
C 3.2017 2.5517 0.8270 0.16 0.24 -0.68 0.348
C 3.5839 1.2938 1.5714 -0.97 -0.06 0.02 3.536
C 4.2559 0.2474 0.6992 0.06 -0.05 -0.65 -1.554
C 4.3893 1.6172 2.8070 -0.23 0.45 0.85 -1.891
C 0.0704 4.5585 -0.2255 0.12 -0.05 -0.06 1.708
C -0.2497 5.8586 0.5469 -0.25 -0.42 -0.29 -1.779
C -0.2695 4.7048 -1.7308 0.13 -0.06 0.36 -1.449
H -3.2666 3.0072 -3.3123 -0.01 -0.08 -0.06 0.434
H -3.0390 1.8316 -4.6049 0.15 -0.04 -0.01 0.302
H -1.6923 2.2276 -3.4668 -0.11 -0.09 -0.33 0.235
H -2.8787 1.2919 -1.6083 -0.01 0.19 0.11 -0.829
H -5.1415 0.6538 -3.5759 -0.12 -0.07 -0.65 0.355
H -5.1466 1.8219 -2.2362 0.02 -0.54 -0.27 0.416
H -5.0990 0.0491 -1.8961 0.43 0.73 -0.68 0.348
H -3.2204 -0.2814 -4.9202 0.23 -0.45 0.30 0.299
H -2.2336 -2.5080 -5.4697 0.15 -0.17 -0.47 0.431
H -0.7787 -3.6878 -3.8496 -0.39 0.38 0.22 0.165
H 1.5743 -4.3015 -0.5923 -0.36 0.18 -0.59 0.459
H 0.2889 -5.3920 -3.2113 -0.04 -0.02 -0.06 0.224
H -0.0428 -6.0820 -1.6120 -0.15 -0.13 0.15 0.409
H 1.6150 -6.0954 -2.2449 -0.54 0.39 -0.03 0.449
H 1.3768 -3.1071 -3.4547 0.31 -0.31 0.06 0.200
H 2.8422 -3.8538 -2.6181 -0.28 0.21 -0.33 0.491
H 2.1141 -2.3214 -2.0810 0.07 -0.05 0.07 0.084
H -4.8013 0.6168 1.6915 0.03 -0.01 0.25 0.600
H -4.3922 2.4317 3.4761 -0.12 -0.05 -0.05 0.409
H -2.1220 3.4641 3.6735 0.02 0.26 0.19 0.616
H 2.2621 5.7940 -1.0393 -0.11 0.53 -0.26 0.357
H 4.6374 5.1441 -0.8577 -0.29 -0.20 0.14 0.270
H 5.2206 2.9935 0.2396 -0.17 0.18 0.03 0.335
H 2.6400 0.8578 1.9127 0.14 0.03 0.07 -1.844
H 5.2629 0.5950 0.4087 -0.27 -0.17 -0.10 0.527
H 3.6374 0.0545 -0.2049 0.51 0.13 0.48 0.116
H 4.3711 -0.6994 1.2446 0.01 0.20 -0.06 0.327
H 5.3330 2.0857 2.5243 0.20 -0.03 0.07 0.361
H 4.5881 0.6858 3.3633 -0.01 0.38 0.01 0.388
H 3.8408 2.3538 3.4582 0.46 -0.79 -0.49 0.364
H -0.5885 3.7745 0.1486 0.09 0.05 -0.08 -0.859
H 0.4442 6.6411 0.2415 -0.10 0.23 -0.06 0.294
H -0.1344 5.6961 1.6129 0.10 -0.03 0.18 0.426
H -1.2975 6.1752 0.3703 0.49 -0.05 -0.09 0.414
H 0.1684 5.6204 -2.1529 0.09 -0.20 0.02 0.420
H -1.3602 4.8056 -1.8314 0.20 -0.13 -0.08 0.410
H 0.0797 3.8186 -2.2869 -0.21 0.51 0.16 0.155
S -0.3086 -3.0161 -0.8929 -0.55 -0.02 -0.81 0.743
C -1.6218 -4.0693 -0.3328 -0.08 -0.33 -0.51 -0.580
C -2.2588 -4.9590 -1.2012 -0.61 -0.65 0.27 -0.521
C -3.1873 -5.8572 -0.6931 -0.12 -0.08 -0.01 -1.048
C -3.5250 -5.8329 0.6832 0.48 0.03 -0.86 -0.614
C -2.9905 -4.8720 1.4819 0.34 0.18 0.51 -0.762
C -1.9879 -3.9457 1.0215 -0.42 -0.56 -0.09 1.367
S -1.2807 -2.8009 2.0132 0.12 0.33 0.99 -0.438
H -2.0555 -4.9976 -2.2677 0.12 0.19 0.19 0.464
H -3.6803 -6.5777 -1.3390 0.14 0.10 -0.07 0.369
H -4.1506 -6.6112 1.1029 -0.26 0.13 -0.05 0.340
H -3.2682 -4.8417 2.5360 0.20 0.16 -0.22 0.380
O 2.5164 -3.0679 1.1019 0.21 -0.63 0.06 -0.835
C 2.0672 -2.0762 1.6309 -0.72 1.17 -0.92 -0.486
O 1.5038 -1.1337 0.8602 0.37 -0.49 0.84 1.219
C 2.2325 -1.7698 3.0682 -0.69 0.63 -0.57 0.372
C 3.2785 -2.3965 3.6901 0.97 -0.37 0.59 -0.799
C 3.5790 -2.1091 5.0017 0.37 0.14 1.16 -0.628
C 2.7957 -1.2042 5.7386 -0.51 0.04 -0.53 -0.623
C 1.6932 -0.6086 5.1237 0.61 -0.35 0.08 -0.896
C 1.4178 -0.8455 3.7609 -0.29 -0.41 -0.19 1.439
S -0.0169 -0.1473 3.0720 0.23 0.17 0.41 -0.195
H 3.9058 -3.0993 3.1427 -0.30 0.16 -0.02 0.382
H 4.4245 -2.5918 5.4961 -0.15 0.10 -0.20 0.304
H 3.0208 -0.9601 6.7836 -0.03 -0.21 -0.41 0.349
H 1.0277 0.0339 5.6871 0.07 0.12 -0.09 0.428
O -0.1875 1.6882 -1.0845 -0.17 -0.07 -0.58 -0.787
S 0.7652 1.0202 -2.0827 1.08 -0.57 0.22 1.413
O 2.0709 1.6481 -2.0743 -0.53 0.45 -0.57 -0.732
O 0.9094 -0.3063 -1.3442 0.38 -0.51 -0.64 -0.929
O 0.1699 0.7773 -3.3829 0.15 0.65 0.26 -0.886
```
Positions in Å, forces in eV/Å.

Values from the calculation:
E = -4129.93884 hartree
Frontier orbital gap (spin up / spin down) = 5.3 / 5.3 eV
E_LUMO (spin up / spin down) = 4.12 / 4.12 eV
Charge = -2
2S+1 = 1